No. 1
Density functional theory data (the ωB97M-V functional and the def2-TZVPD basis) for 2 unconnected molecules or ions with the total composition C3H9NO3.

The HOMO energy comes out at -9.33 eV. Its charge is 0. The value obtained for the orbital gap is 10.015 eV. Its SMILES is N[C@H](C=O)CO.O.

Last column: natural (NBO) charge in e.
Element x y z (Å)
1 N 0.161 0.210 0.206  -0.863
2 C 0.134 0.243 -1.248  -0.178
3 C -0.519 1.586 -1.629  0.435
4 O -0.864 1.826 -2.759  -0.512
5 C -0.393 -1.061 -1.921  -0.052
6 O 0.050 -2.116 -1.032  -0.747
7 H -0.367 -0.559 0.635  0.382
8 H -0.188 1.014 0.706  0.365
9 H 1.220 0.366 -1.544  0.194
10 H -0.738 2.321 -0.857  0.112
11 H -1.477 -1.118 -1.895  0.191
12 H 0.062 -1.308 -2.872  0.195
13 H 0.949 -2.050 -0.691  0.477
14 O 0.345 0.317 4.767  -0.940
15 H 0.517 0.490 5.694  0.470
16 H 1.108 -0.160 4.438  0.470

=====

No. 2
Density functional theory data (the ωB97M-V functional and the def2-TZVPD basis) for a molecular structure, C33H33As2Br2NOPtS.

The HOMO energy (alpha / beta) comes out at -6.73 / -7.25 eV. Its charge is 0. As for the spin multiplicity: 3. The value obtained for the orbital gap (alpha / beta) is 6.880 / 6.374 eV.

Last column: Löwdin charge in e.
Element x y z (Å)
1 Pt 0.219 0.047 0.402  0.588
2 S 2.552 0.090 0.813  0.608
3 C 3.409 -1.391 0.411  -0.686
4 C 4.804 -1.364 0.299  -0.116
5 C 5.506 -2.531 0.030  -0.087
6 C 4.840 -3.743 -0.134  -0.094
7 C 3.459 -3.778 -0.023  -0.091
8 C 2.756 -2.608 0.255  -0.427
9 As 0.860 -2.495 0.480  1.202
10 C 0.290 -4.307 0.080  -0.411
11 C -0.214 -4.576 -1.192  -0.131
12 C -0.642 -5.860 -1.515  -0.077
13 C -0.565 -6.872 -0.564  -0.078
14 C -0.052 -6.602 0.703  -0.070
15 C 0.375 -5.320 1.028  -0.116
16 C 0.742 -2.596 2.443  -0.376
17 C 1.843 -2.361 3.260  -0.097
18 C 1.712 -2.405 4.645  -0.071
19 C 0.485 -2.695 5.230  -0.087
20 C -0.615 -2.950 4.421  -0.079
21 C -0.482 -2.897 3.037  -0.137
22 H 5.327 -0.418 0.417  0.101
23 H 6.585 -2.493 -0.059  0.102
24 H 5.393 -4.652 -0.346  0.100
25 H 2.930 -4.716 -0.150  0.097
26 H -0.279 -3.784 -1.928  0.102
27 H -1.039 -6.068 -2.504  0.107
28 H -0.906 -7.872 -0.808  0.104
29 H 0.013 -7.393 1.444  0.107
30 H 0.763 -5.111 2.017  0.109
31 H 2.807 -2.140 2.825  0.089
32 H 2.579 -2.211 5.269  0.105
33 H 0.388 -2.728 6.313  0.103
34 H -1.578 -3.192 4.865  0.106
35 H -1.337 -3.112 2.416  0.054
36 Br -4.096 2.994 0.618  0.786
37 C -2.326 3.565 0.259  -0.585
38 C -2.119 4.942 0.053  -0.182
39 C -0.882 5.419 -0.233  -0.635
40 Br -0.670 7.280 -0.522  0.764
41 C 0.222 4.533 -0.339  -0.182
42 C 1.543 4.923 -0.661  -0.027
43 C 2.516 3.979 -0.775  -0.033
44 C 2.195 2.625 -0.557  -0.188
45 N 0.990 2.225 -0.232  -0.017
46 C -0.004 3.156 -0.122  -0.136
47 C -1.304 2.635 0.200  -0.406
48 O -1.461 1.353 0.367  -0.372
49 H -2.960 5.619 0.116  0.093
50 H 1.761 5.971 -0.828  0.081
51 H 3.534 4.249 -1.031  0.109
52 H 2.956 1.856 -0.653  0.040
53 C -2.922 -4.149 0.771  -0.152
54 C -3.082 -2.993 -0.223  -0.401
55 As -2.328 -1.217 0.169  1.184
56 C -3.345 -0.736 1.747  -0.399
57 C -4.815 -1.164 1.790  -0.144
58 C -3.032 -0.361 -1.439  -0.399
59 C -4.529 -0.489 -1.742  -0.150
60 H -3.513 -5.004 0.434  0.081
61 H -3.284 -3.884 1.770  0.066
62 H -1.894 -4.487 0.861  0.020
63 H -4.141 -2.792 -0.369  0.045
64 H -2.673 -3.255 -1.201  0.056
65 H -3.229 0.334 1.839  0.022
66 H -2.784 -1.186 2.562  0.048
67 H -5.423 -0.604 1.078  0.052
68 H -5.220 -0.968 2.788  0.074
69 H -4.954 -2.231 1.586  0.054
70 H -2.442 -0.819 -2.237  0.066
71 H -2.732 0.677 -1.377  0.037
72 H -4.832 -1.514 -1.956  0.059
73 H -4.766 0.111 -2.628  0.075
74 H -5.146 -0.113 -0.925  0.046

=====

No. 3
Density functional theory data (the ωB97M-V functional and the def2-TZVPD basis) for 3 unconnected molecules or ions with the total composition C4H10.

The HOMO energy comes out at -8.11 eV. Its charge is 0. The value obtained for the orbital gap is 8.501 eV.

Last column: natural (NBO) charge in e.
Element x y z (Å)
1 C 0.771 -0.861 0.857  -0.472
2 C 0.800 0.522 0.421  -0.235
3 C 1.037 0.883 -0.842  -0.502
4 C -2.209 -0.353 -0.398  -0.868
5 H 0.262 -1.082 1.783  0.218
6 H 0.780 -1.612 0.078  0.213
7 H 0.689 1.229 1.236  0.208
8 H -3.028 0.044 -0.996  0.221
9 H 1.303 0.124 -1.569  0.186
10 H 2.406 -0.394 0.809  0.180
11 H 1.067 1.922 -1.135  0.204
12 H -2.230 -1.436 -0.313  0.208
13 H -1.384 -0.061 -1.058  0.228
14 H -1.964 0.100 0.553  0.211

=====

No. 4
Density functional theory data (the ωB97M-V functional and the def2-TZVPD basis) for a molecular structure, C11H28AgF2N5O9S2.

The HOMO energy (alpha / beta) comes out at -13.01 / -13.00 eV. Its charge is +1. As for the spin multiplicity: 2. The value obtained for the orbital gap (alpha / beta) is 10.085 / 6.887 eV.

Last column: natural (NBO) charge in e.
Element x y z (Å)
1 Ag 0.125 -0.118 -0.438  1.526
2 N 1.182 -1.977 -0.882  -1.152
3 S 2.224 -2.818 -0.127  2.414
4 O 3.447 -3.117 -0.802  -0.849
5 O 1.798 -3.794 0.868  -0.882
6 F 2.779 -1.577 0.806  -0.525
7 S 0.629 -3.390 -1.731  2.316
8 O -0.394 -4.219 -1.063  -0.885
9 O 1.482 -4.155 -2.629  -0.789
10 F -0.369 -2.557 -2.717  -0.498
11 C 3.270 1.397 1.993  -0.638
12 C 2.092 2.121 1.241  0.109
13 C 2.292 3.624 0.829  -0.638
14 O 1.736 1.359 0.080  -0.777
15 H 3.548 1.967 2.879  0.217
16 H 4.128 1.333 1.325  0.210
17 H 3.102 0.364 2.296  0.228
18 H 1.262 2.077 1.947  0.179
19 H 1.345 3.937 0.389  0.218
20 H 3.092 3.698 0.092  0.205
21 H 2.575 4.255 1.672  0.233
22 H 2.329 1.693 -0.597  0.487
23 O 0.221 -0.682 1.642  -0.733
24 C 0.353 -1.136 2.748  0.722
25 N 0.744 -2.331 2.940  -0.761
26 C 0.250 -0.300 4.061  -0.713
27 H 0.908 -2.912 2.130  0.433
28 H 0.742 -2.680 3.888  0.405
29 H -0.507 -0.770 4.689  0.234
30 H -0.143 0.661 3.728  0.229
31 H 1.216 -0.230 4.560  0.246
32 O -1.072 1.665 0.102  -0.694
33 C -2.132 2.286 0.211  0.716
34 N -3.212 2.010 -0.515  -0.785
35 C -2.271 3.320 1.342  -0.710
36 H -4.033 2.596 -0.559  0.417
37 H -3.097 1.322 -1.245  0.414
38 H -2.586 2.855 2.277  0.251
39 H -2.952 4.126 1.067  0.228
40 H -1.336 3.852 1.516  0.245
41 O -0.117 0.631 -2.524  -0.670
42 C 0.480 0.416 -3.589  0.715
43 N 1.293 -0.690 -3.650  -0.773
44 C 0.360 1.253 -4.854  -0.723
45 H 1.386 -1.287 -2.840  0.409
46 H 1.781 -0.993 -4.480  0.418
47 H 1.136 2.006 -4.988  0.262
48 H -0.614 1.738 -4.911  0.252
49 H 0.423 0.699 -5.791  0.250
50 O -1.773 -1.400 -0.362  -0.739
51 C -2.871 -1.936 -0.295  0.708
52 N -2.987 -3.289 -0.386  -0.797
53 C -4.088 -1.035 -0.165  -0.719
54 H -3.887 -3.731 -0.513  0.408
55 H -2.112 -3.785 -0.469  0.442
56 H -4.895 -1.550 0.356  0.232
57 H -4.455 -0.569 -1.080  0.234
58 H -3.828 -0.238 0.530  0.240

=====

No. 5
Density functional theory data (the ωB97M-V functional and the def2-TZVPD basis) for a single C3H9NS molecule.

The HOMO energy comes out at -8.38 eV. Its charge is 0. The value obtained for the orbital gap is 9.329 eV. Its SMILES is CSCCN.

Last column: natural (NBO) charge in e.
Element x y z (Å)
1 C -2.315 0.148 0.483  -0.758
2 S -0.827 -0.484 -0.326  0.170
3 C 0.317 0.883 -0.548  -0.542
4 C 1.557 0.579 0.435  -0.207
5 N 2.242 -0.673 0.159  -0.843
6 H -2.357 -0.295 1.535  0.217
7 H -2.565 1.184 0.461  0.228
8 H -3.132 -0.465 -0.036  0.228
9 H 0.669 0.888 -1.496  0.207
10 H -0.011 1.858 -0.394  0.221
11 H 2.360 1.443 0.233  0.164
12 H 1.312 0.673 1.503  0.197
13 H 2.033 -1.180 -0.758  0.361
14 H 1.866 -1.314 0.841  0.358

=====

No. 6
Density functional theory data (the ωB97M-V functional and the def2-TZVPD basis) for a single C6H14N2 molecule.

The HOMO energy comes out at -8.17 eV. Its charge is 0. The value obtained for the orbital gap is 9.175 eV. Its SMILES is C/C(=C/N)CCCN.

Last column: natural (NBO) charge in e.
Element x y z (Å)
1 C 1.261 -1.436 -0.820  -0.645
2 C 0.964 -0.695 0.503  -0.033
3 C 0.928 -1.422 1.652  -0.033
4 N 0.712 -0.749 2.964  -0.848
5 C 0.682 0.848 0.250  -0.455
6 C -0.682 1.335 -0.216  -0.433
7 C -1.104 1.250 -1.695  -0.233
8 N -2.258 0.243 -1.769  -0.853
9 H 0.320 -1.450 -1.448  0.197
10 H 1.611 -2.488 -0.655  0.216
11 H 1.789 -0.951 -1.597  0.221
12 H 0.917 -2.532 1.732  0.208
13 H 0.348 0.188 2.841  0.359
14 H 1.310 -0.757 3.658  0.360
15 H 1.047 1.301 1.222  0.214
16 H 1.486 1.272 -0.226  0.213
17 H -1.390 0.741 0.583  0.207
18 H -0.955 2.320 0.231  0.221
19 H -1.515 2.248 -2.036  0.207
20 H -0.364 0.771 -2.271  0.199
21 H -3.141 0.544 -1.595  0.357
22 H -1.966 -0.583 -1.308  0.354

=====

Computed energy relative to the best compared isomer or geometry (same formula, charge and spin) (kcal per mole) in order:
57.13, 42.87, 101.83, 24.16, 29.40, 75.26
Computed electronic energy (a.u.) in order:
-400.130442, -11544.321987, -158.240598, -2529.692916, -572.593236, -346.407229